DFT (wB97M-V/def2-TZVPD) results for a 2-piece molecular cluster, C10H18BrN2 overall at a distorted geometry.

```
! RIJCOSX wB97M-V def2-TZVPD def2/J DEFGRID3
* xyz 1 1
C -3.7260 -2.8804 -0.3625
C -3.5566 -0.7609 -1.8223
C -2.9933 -2.0693 -1.2964
C -2.5464 -0.8445 -0.7527
C -2.0859 -2.8892 -2.2210
C 0.8474 -1.3759 2.0351
C 1.7746 2.8032 0.6312
C 0.9185 0.0771 -0.7296
C 1.1892 0.0801 1.6802
C 0.3869 2.2191 0.6456
N -4.4698 -3.3422 0.3392
N 0.4437 0.6771 0.5167
Br -2.6230 -0.0104 0.8174
H -3.5281 -0.6670 -2.9357
H -4.5236 -0.4850 -1.5477
H -1.5416 -3.6076 -1.7028
H -1.5356 -2.1345 -2.8827
H -2.6509 -3.4790 -2.8556
H 0.3410 -1.5465 2.9916
H 0.5983 -1.9118 1.1588
H 1.7451 -2.0459 2.1741
H 1.7372 3.9388 0.7609
H 2.3441 2.4648 1.4381
H 2.3914 2.5195 -0.1471
H 0.7812 0.7255 -1.5594
H 0.9955 -0.9177 -0.6002
H 2.2143 0.0705 1.4280
H 1.0479 0.6638 2.7124
H -0.3193 2.4598 -0.1306
H -0.1395 2.5204 1.5591
H -0.5453 0.3676 0.6364
*
```

The energy above the lowest of the compared OMol25 structures with the same formula, charge and spin comes out at 4.772 eV. The value obtained for the HOMO-LUMO gap (alpha / beta) is 9.446 / 7.293 eV.

---

DFT (wB97M-V/def2-TZVPD) results for C33H40N4O3PdSSb as an isolated structure.

```
! RIJCOSX wB97M-V def2-TZVPD def2/J DEFGRID3
* xyz 3 5
Pd 0.1976 0.0839 0.7169
C -1.6777 2.6925 -0.4741
C -2.5247 1.6742 0.2165
C -3.8350 1.9855 0.6040
C -4.5935 1.0492 1.2651
C -4.0424 -0.2064 1.5333
C -2.7522 -0.4547 1.1239
N -2.0114 0.4733 0.4693
C -2.0537 -1.7404 1.3676
C -2.6474 -2.8637 1.9797
C -1.9027 -4.0077 2.1549
C -0.5731 -4.0312 1.7386
C -0.0326 -2.8880 1.1546
N -0.7974 -1.7901 0.9630
C 1.3649 -2.7396 0.8030
C 2.3149 -3.7498 1.1086
C 3.6616 -3.5066 0.9205
C 4.0245 -2.2787 0.4139
C 3.0182 -1.3127 0.0551
C 3.4617 -0.0154 -0.5003
N 1.7332 -1.5614 0.2352
H -2.1995 3.0981 -1.3419
H -0.7257 2.2658 -0.7940
H -1.4647 3.5199 0.2035
H -4.2323 2.9663 0.3797
H -5.6017 1.2792 1.5820
H -4.6229 -0.9476 2.0617
H -3.6745 -2.8273 2.3115
H -2.3396 -4.8788 2.6237
H 0.0128 -4.9266 1.8800
H 1.9912 -4.6931 1.5220
H 4.4049 -4.2465 1.1833
H 5.0636 -2.0102 0.2728
H 4.0713 -0.1829 -1.3929
H 4.1074 0.4794 0.2323
H 2.6259 0.6406 -0.7313
C -1.1115 -2.9603 -5.1936
C -0.5566 -2.5941 -3.8176
C -1.1711 -3.4453 -2.7097
Sb -0.9079 -0.5080 -3.4122
C -2.9191 -0.1336 -4.1093
C -2.8893 0.1906 -5.6021
C -3.6431 0.9320 -3.2995
C 0.5827 0.7294 -4.3788
C 0.8305 0.2065 -5.7927
C 0.1724 2.1958 -4.3308
H -0.8823 -4.0102 -5.3896
H -0.6737 -2.3774 -6.0033
H -2.1971 -2.8586 -5.2325
H 0.5309 -2.6972 -3.8109
H -2.2552 -3.3185 -2.6600
H -0.7545 -3.2102 -1.7268
H -0.9827 -4.5004 -2.9154
H -3.3815 -1.1106 -3.9440
H -2.4330 1.1611 -5.7969
H -3.9222 0.2460 -5.9550
H -2.3853 -0.5658 -6.2030
H -3.1785 1.9115 -3.4265
H -3.6826 0.6929 -2.2354
H -4.6701 1.0119 -3.6601
H 1.4703 0.5650 -3.7630
H -0.0494 0.3059 -6.4283
H 1.1685 -0.8300 -5.8075
H 1.6230 0.8094 -6.2428
H -0.7362 2.3834 -4.9032
H 0.9629 2.8007 -4.7788
H 0.0225 2.5560 -3.3119
O 3.5673 -0.6342 2.8322
S 2.2217 -0.2619 3.1586
O 1.2592 -1.3462 3.2120
N 1.6564 0.8635 2.0623
C 0.7470 1.6560 2.7560
O -0.2228 2.0979 2.1433
C 1.0477 1.7437 4.1975
C 0.5642 2.6279 5.1441
C 1.0557 2.5181 6.4413
C 1.9976 1.5510 6.7778
C 2.4763 0.6438 5.8325
C 1.9820 0.7737 4.5551
H -0.1501 3.3944 4.8771
H 0.7104 3.2050 7.2016
H 2.3680 1.5002 7.7925
H 3.2000 -0.1149 6.0954
*
```

The expectation value of S² is 6.05. The value obtained for the HOMO-LUMO gap (alpha / beta) is 7.183 / 4.064 eV.

---

DFT (wB97M-V/def2-TZVPD) results for C46H38As2F5OPdSSe as an isolated structure.

```
! RIJCOSX wB97M-V def2-TZVPD def2/J DEFGRID3
* xyz 1 1
Pd 0.3841 -0.2959 -0.0464
C 2.6119 -1.1365 2.5219
C 3.0306 -1.9276 1.2883
As 2.5958 -0.9171 -0.3348
C 2.9907 -2.1526 -1.7479
C 3.9312 -1.8918 -2.7326
C 4.1386 -2.8253 -3.7393
C 3.4081 -4.0033 -3.7610
C 2.4573 -4.2551 -2.7785
C 2.2430 -3.3262 -1.7746
C 3.9110 0.4715 -0.2837
C 3.4877 1.7873 -0.1168
C 4.4230 2.8044 0.0193
C 5.7776 2.5055 -0.0212
C 6.2018 1.1936 -0.1840
C 5.2716 0.1726 -0.3078
As 0.7273 -0.6576 2.3195
C 0.4545 0.9083 3.4104
C -0.5519 0.9927 4.3669
C -0.7367 2.1774 5.0678
C 0.0725 3.2739 4.8130
C 1.0689 3.1963 3.8487
C 1.2547 2.0178 3.1444
C -0.2581 -2.1042 3.1016
C -0.1402 -2.4519 4.4456
C -0.8306 -3.5507 4.9333
C -1.6265 -4.3085 4.0831
C -1.7319 -3.9733 2.7405
C -1.0473 -2.8713 2.2479
H 3.1686 -0.2001 2.6055
H 2.7498 -1.7007 3.4436
H 2.4746 -2.8657 1.2206
H 4.0952 -2.1645 1.2765
H 4.4803 -0.9595 -2.7368
H 4.8670 -2.6250 -4.5138
H 3.5720 -4.7249 -4.5501
H 1.8799 -5.1699 -2.8035
H 1.4821 -3.5087 -1.0230
H 2.4288 2.0105 -0.1087
H 4.0972 3.8291 0.1484
H 6.5075 3.2984 0.0756
H 7.2587 0.9645 -0.2096
H 5.6059 -0.8517 -0.4234
H -1.2016 0.1485 4.5538
H -1.5174 2.2435 5.8141
H -0.0765 4.1937 5.3629
H 1.6953 4.0541 3.6432
H 2.0281 1.9575 2.3882
H 0.4951 -1.8765 5.1082
H -0.7439 -3.8213 5.9773
H -2.1613 -5.1661 4.4691
H -2.3447 -4.5722 2.0789
H -1.1337 -2.5851 1.2051
F 3.4952 5.1739 -2.8537
C 2.7616 4.0672 -2.7915
C 1.6853 4.0006 -1.9257
F 1.3789 5.0497 -1.1629
C 0.9498 2.8323 -1.8555
F -0.0649 2.7906 -0.9768
C 1.2629 1.7119 -2.6130
Se 0.2507 0.1016 -2.4838
C 2.3555 1.8079 -3.4676
F 2.7535 0.7588 -4.1865
C 3.0972 2.9708 -3.5645
F 4.1617 3.0335 -4.3589
O -1.7567 -0.3279 0.0976
S -2.7061 0.2528 1.1302
C -3.0903 1.9648 0.6254
C -3.8528 2.1482 -0.6488
C -3.2509 1.9054 -1.8795
C -3.9721 2.0717 -3.0516
C -5.2958 2.4910 -3.0060
C -5.8986 2.7440 -1.7815
C -5.1795 2.5709 -0.6076
C -4.3152 -0.5859 0.8270
C -4.3629 -1.3411 -0.4686
C -3.6792 -2.5476 -0.5932
C -3.7147 -3.2600 -1.7798
C -4.4453 -2.7755 -2.8570
C -5.1417 -1.5827 -2.7341
C -5.0994 -0.8677 -1.5459
H -2.1071 2.4392 0.6056
H -3.6374 2.3601 1.4854
H -2.2214 1.5733 -1.9198
H -3.4961 1.8717 -4.0030
H -5.8548 2.6270 -3.9226
H -6.9253 3.0830 -1.7395
H -5.6482 2.7831 0.3476
H -5.0770 0.1916 0.8729
H -4.4394 -1.2468 1.6846
H -3.1219 -2.9356 0.2511
H -3.1814 -4.1983 -1.8619
H -4.4794 -3.3306 -3.7850
H -5.7216 -1.2034 -3.5653
H -5.6408 0.0663 -1.4618
*
```

The energy above the lowest of the compared OMol25 structures with the same formula, charge and spin comes out at 0.038 eV. The value obtained for the HOMO-LUMO gap is 7.186 eV.

---

DFT (wB97M-V/def2-TZVPD) results for C3H12AgClN6O3 as an isolated structure at a distorted geometry.

```
! RIJCOSX wB97M-V def2-TZVPD def2/J DEFGRID3
* xyz 1 2
Ag 1.9726 2.4471 2.7316
Cl 0.6587 1.0637 1.0457
C -0.4902 1.8913 -2.7096
O -1.2150 1.8728 -3.6816
N -0.2977 3.0209 -1.9472
N 0.2012 0.7838 -2.2702
H -0.9970 3.7236 -2.1153
H 0.1678 2.9695 -1.0585
H 0.0562 -0.0708 -2.7744
H 0.5083 0.8017 -1.3127
C -2.8700 -0.2111 -0.1633
O -4.0859 -0.4760 -0.5283
N -2.4737 1.0198 0.0823
N -2.0224 -1.2394 -0.0679
H -3.1040 1.7881 -0.0859
H -1.5373 1.1452 0.4549
H -2.3122 -2.1296 -0.4406
H -1.0780 -1.0329 0.2271
C 2.6545 -2.6265 1.7204
O 3.3775 -3.5903 1.5963
N 2.0447 -1.9387 0.7210
N 2.4111 -2.0906 2.9751
H 2.2231 -2.1196 -0.2486
H 1.6430 -1.0462 0.9639
H 1.5948 -1.5337 3.1483
H 2.9699 -2.4220 3.7373
*
```

The energy above the lowest of the compared OMol25 structures with the same formula, charge and spin comes out at 0.000 eV. The expectation value of S² is 0.75. The value obtained for the HOMO-LUMO gap (alpha / beta) is 6.745 / 3.744 eV.

---

DFT (wB97M-V/def2-TZVPD) results for C14H23NO2PdS4 as an isolated structure at a distorted geometry.

```
! RIJCOSX wB97M-V def2-TZVPD def2/J DEFGRID3
* xyz 1 2
Pd 0.1834 -0.3074 -0.0141
O 0.1433 0.2217 2.0098
N 1.3138 0.1387 2.6499
C 1.3535 0.7129 3.8610
C 2.5074 0.7325 4.6001
C 3.6417 0.1418 4.0826
C 3.5545 -0.4832 2.8640
C 2.3554 -0.5002 2.1466
S 2.1704 -1.4142 0.6891
H 0.4157 1.1480 4.1728
H 2.5110 1.2023 5.5734
H 4.5741 0.1661 4.6312
H 4.4090 -0.9863 2.4306
C -1.5256 0.3100 -3.1803
C -0.0815 0.0310 -3.5962
S 1.1364 -0.3398 -2.2803
C 2.1298 1.1724 -2.1784
C 1.3769 2.4208 -1.7863
S 0.7287 2.2549 -0.0999
C -0.9593 2.9281 -0.2668
C -2.0012 2.0478 -0.9469
S -1.8916 2.0407 -2.7644
H -1.8264 -0.3268 -2.3526
H -2.1708 0.0847 -4.0290
H 0.3300 0.8553 -4.1796
H -0.0550 -0.8660 -4.2153
H 2.6154 1.3047 -3.1470
H 2.8985 0.9172 -1.4466
H 0.5410 2.6131 -2.4490
H 2.0547 3.2756 -1.8032
H -0.8631 3.8893 -0.7726
H -1.2645 3.1192 0.7628
H -2.9928 2.4262 -0.7011
H -1.9513 1.0208 -0.5927
C -2.0632 -2.6927 1.4663
C -1.7692 -2.7772 -0.0224
C -2.9723 -3.2734 -0.8252
O -1.4069 -1.5370 -0.5636
H -2.2171 -3.6859 1.8908
H -2.9607 -2.0939 1.6351
H -1.2262 -2.2154 1.9782
H -0.9480 -3.4880 -0.1811
H -3.8163 -2.5952 -0.6907
H -3.2481 -4.2659 -0.4716
H -2.7334 -3.3274 -1.8876
*
```

The energy above the lowest of the compared OMol25 structures with the same formula, charge and spin comes out at 0.631 eV. The expectation value of S² is 0.84. The value obtained for the HOMO-LUMO gap (alpha / beta) is 6.472 / 6.411 eV.

---

Ordered molar mass results: 246.2; 801.0; 1069.1; 323.5; 472.0; unit g mol⁻¹.